[1]
{
  "formula": "C13H6F2N2PtSSe",
  "method": "ωB97M-V with the def2-TZVPD basis set",
  "charge": -1,
  "e_above_lowest_kj_mol": 99.9,
  "max_force_ev_per_a": 0.6,
  "lumo_energy_ev": [2.5, 1.1],
  "s_squared": 3.790,
  "multiplicity": 4,
  "homo_ev": [-2.048, -4.936],
  "species": ["Pt", "F", "C", "C", "C", "C", "C", "F", "C", "C", "C", "C", "C", "C", "N", "H", "H", "H", "H", "H", "H", "Se", "C", "N", "S", "C"],
  "positions_angstrom": [[-1.469, -0.237, -1.238], [3.453, -0.590, -3.400], [2.690, -0.513, -2.276], [1.322, -0.409, -2.391], [0.572, -0.325, -1.225], [1.158, -0.347, 0.059], [2.551, -0.458, 0.079], [3.192, -0.484, 1.276], [3.332, -0.542, -1.049], [0.264, -0.232, 1.177], [0.544, -0.352, 2.541], [-0.455, -0.237, 3.479], [-1.796, 0.017, 3.038], [-2.039, 0.117, 1.708], [-1.059, -0.005, 0.763], [0.860, -0.391, -3.369], [4.407, -0.619, -0.974], [1.563, -0.538, 2.847], [-0.226, -0.328, 4.533], [-2.609, 0.148, 3.739], [-3.030, 0.330, 1.328], [-3.856, 3.824, -0.924], [-2.555, 2.659, -1.297], [-1.695, 1.903, -1.545], [-2.791, -1.584, -4.062], [-2.326, -0.808, -2.815]],
  "forces_ev_per_angstrom": [[-0.38, 0.06, 0.20], [0.00, 0.00, 0.00], [0.11, -0.01, -0.05], [-0.10, 0.00, 0.09], [-0.02, -0.11, -0.36], [-0.02, 0.05, 0.07], [0.08, -0.04, 0.08], [0.05, 0.00, -0.01], [0.02, 0.01, 0.03], [-0.28, 0.03, -0.06], [0.02, 0.02, -0.02], [-0.17, 0.04, -0.02], [0.20, -0.04, 0.20], [0.34, 0.03, -0.28], [0.02, -0.01, 0.26], [0.00, 0.00, 0.02], [-0.03, 0.00, 0.00], [-0.01, 0.00, 0.01], [-0.02, 0.00, -0.02], [0.03, -0.01, 0.00], [-0.03, -0.01, -0.04], [0.12, -0.07, -0.05], [-0.04, 0.01, 0.03], [-0.15, 0.14, 0.02], [-0.20, -0.14, -0.54], [0.48, 0.05, 0.43]],
  "nbo_charge": [0.9909, -0.3432, 0.3717, -0.3373, -0.1161, -0.2105, 0.4225, -0.3417, -0.3735, 0.0921, -0.2037, -0.2685, -0.3210, 0.0379, -0.6099, 0.2326, 0.2307, 0.2204, 0.1973, 0.2067, 0.2039, -0.2877, 0.1524, -0.6217, 0.1122, -0.4365]
}

***

[2]
{
  "formula": "C13H7AgN5S5Sb",
  "method": "ωB97M-V with the def2-TZVPD basis set",
  "charge": -2,
  "max_force_ev_per_a": 0.5,
  "lumo_energy_ev": 2.9,
  "homo_ev": -0.628,
  "species": ["Ag", "S", "N", "C", "C", "C", "C", "C", "N", "C", "C", "N", "C", "C", "C", "C", "C", "N", "H", "H", "H", "H", "H", "H", "S", "Sb", "S", "S", "S", "N", "C", "H"],
  "positions_angstrom": [[-1.558, -1.558, 0.201], [4.040, 4.040, -0.340], [4.173, 2.429, -0.326], [2.948, 1.936, -0.360], [2.594, 0.523, -0.387], [3.534, -0.509, -0.379], [3.089, -1.812, -0.405], [1.711, -2.055, -0.439], [0.825, -1.078, -0.451], [1.241, 0.185, -0.420], [0.185, 1.241, -0.420], [-1.078, 0.825, -0.450], [-2.055, 1.711, -0.439], [-1.812, 3.089, -0.405], [-0.509, 3.535, -0.379], [0.523, 2.594, -0.387], [1.936, 2.948, -0.360], [2.429, 4.173, -0.326], [4.589, -0.267, -0.349], [3.781, -2.643, -0.394], [1.285, -3.055, -0.448], [-3.055, 1.285, -0.447], [-2.643, 3.781, -0.394], [-0.267, 4.589, -0.349], [-4.355, -4.356, 2.277], [-3.844, -3.844, 0.042], [-4.107, -1.496, -0.264], [-1.495, -4.107, -0.264], [-5.075, -5.075, -1.451], [-2.313, -2.313, 3.098], [-1.618, -1.618, 2.467], [-3.099, -3.098, 2.949]],
  "forces_ev_per_angstrom": [[-0.24, -0.24, -0.06], [0.04, 0.04, 0.25], [0.03, -0.19, -0.22], [-0.03, -0.09, 0.08], [0.21, 0.19, 0.02], [-0.03, -0.01, 0.00], [-0.04, -0.04, 0.00], [-0.02, 0.03, 0.01], [0.08, 0.08, -0.03], [-0.28, 0.26, -0.02], [0.26, -0.28, -0.02], [0.07, 0.08, -0.03], [0.03, -0.02, 0.01], [-0.04, -0.04, 0.00], [-0.01, -0.04, 0.00], [0.18, 0.21, 0.02], [-0.08, -0.03, 0.08], [-0.19, 0.03, -0.22], [0.00, 0.00, 0.00], [0.01, 0.00, 0.00], [0.03, -0.02, 0.00], [-0.02, 0.03, 0.00], [0.00, 0.01, 0.00], [0.00, 0.00, 0.00], [0.04, 0.05, 0.09], [0.19, 0.19, -0.22], [-0.14, -0.05, -0.04], [-0.05, -0.14, -0.04], [-0.03, -0.03, 0.06], [0.16, 0.16, -0.09], [-0.02, -0.02, 0.48], [-0.11, -0.12, -0.09]],
  "nbo_charge": [0.7693, 0.8457, -0.6130, 0.1359, -0.1245, -0.1395, -0.2553, 0.0857, -0.3992, 0.1777, 0.2651, -0.4189, 0.0835, -0.2562, -0.1410, -0.1394, 0.1437, -0.6151, 0.2188, 0.2153, 0.2459, 0.2458, 0.2153, 0.2187, -0.8969, 1.4256, -1.0587, -1.0587, -0.9480, -0.7057, 0.0723, 0.4059]
}

***

[3]
{
  "formula": "C13H7ClN5O9S",
  "method": "ωB97M-V with the def2-TZVPD basis set",
  "charge": -1,
  "e_above_lowest_kj_mol": 0.0,
  "max_force_ev_per_a": 4.2,
  "lumo_energy_ev": -0.3,
  "homo_ev": -2.826,
  "species": ["O", "N", "O", "C", "C", "C", "C", "S", "C", "Cl", "O", "O", "C", "C", "H", "H", "H", "H", "H", "O", "N", "O", "C", "C", "C", "N", "O", "O", "C", "C", "N", "O", "N", "C", "H", "H"],
  "positions_angstrom": [[-8.427, -1.620, -0.923], [-7.845, -0.533, -0.860], [-8.431, 0.547, -0.969], [-6.400, -0.527, -0.648], [-5.717, 0.671, -0.568], [-4.353, 0.675, -0.358], [-3.680, -0.519, -0.222], [-1.913, -0.547, 0.106], [-1.185, -0.756, -1.512], [0.479, -0.430, -1.678], [-1.581, 0.836, 0.599], [-1.632, -1.842, 0.821], [-4.356, -1.714, -0.301], [-5.719, -1.719, -0.511], [-6.281, 1.586, -0.660], [-3.807, 1.603, -0.269], [-1.745, -1.110, -2.348], [-3.808, -2.635, -0.164], [-6.280, -2.639, -0.560], [6.821, -0.227, 3.382], [6.342, 0.773, 2.843], [6.513, 1.913, 3.278], [5.542, 0.613, 1.647], [5.006, 1.703, 1.026], [4.222, 1.570, -0.139], [3.669, 2.757, -0.770], [4.277, 3.822, -0.656], [2.614, 2.650, -1.400], [3.976, 0.343, -0.691], [4.526, -0.792, -0.069], [4.471, -2.095, -0.365], [5.169, -2.740, 0.555], [5.675, -1.895, 1.442], [5.298, -0.667, 1.088], [5.189, 2.688, 1.433], [3.370, 0.254, -1.577]],
  "forces_ev_per_angstrom": [[0.69, 0.94, 0.08], [-1.27, -0.01, -0.18], [0.70, -0.93, 0.12], [0.43, -0.11, 0.07], [-0.36, 0.55, -0.06], [-0.07, 0.46, 0.08], [0.65, -0.10, 0.11], [2.83, -0.60, -3.04], [-2.18, 0.62, 2.03], [0.85, 0.34, -0.02], [-0.50, -2.73, 0.53], [-0.98, 2.84, 0.51], [-0.02, -0.49, 0.03], [-0.55, -0.49, -0.13], [0.06, 0.13, -0.02], [0.06, 0.02, -0.03], [-0.24, -0.26, -0.08], [0.02, -0.05, 0.02], [0.03, -0.13, -0.02], [-0.78, 0.90, -1.03], [1.13, 0.25, 1.75], [-0.34, -0.81, -0.64], [-0.29, 0.38, -0.33], [0.57, 0.21, 0.70], [0.01, -1.48, -0.15], [-1.43, 1.57, -1.23], [-0.07, -1.13, 0.34], [1.55, -0.35, 0.89], [-0.73, 0.73, -0.76], [0.25, -1.25, 0.16], [-0.99, 0.44, -1.50], [-0.41, 1.58, -0.31], [1.01, 0.68, 1.58], [0.58, -1.68, 0.61], [0.01, -0.02, 0.02], [-0.20, 0.00, -0.11]],
  "nbo_charge": [-0.3932, 0.5098, -0.3926, 0.0726, -0.2170, -0.1826, -0.2500, 2.0466, -0.9719, -0.0822, -0.9570, -0.9561, -0.1918, -0.2120, 0.2389, 0.2546, 0.2042, 0.2529, 0.2386, -0.3430, 0.5125, -0.3795, 0.0041, -0.1159, 0.0154, 0.5055, -0.3777, -0.3180, -0.0704, 0.0137, -0.0184, -0.0545, -0.0627, 0.1152, 0.2815, 0.2804]
}

***

> What is the charge in the third record?

-1

***

> Look up the charge of the third one.

-1

***

> Which value of charge does entry 3 give?

-1